1.
This record from the OMol25 dataset describes a 4-piece molecular cluster, CH10N2O3 overall. The level of theory is ωB97M-V/def2-TZVPD.

```
16
Properties=species:S:1:pos:R:3:forces:R:3
H -1.155 0.648 3.697 0.09 0.27 0.26
N -0.596 1.153 3.014 -0.24 -0.20 -0.49
C -0.072 0.278 2.257 -0.13 0.11 0.14
N 0.604 0.534 1.087 -0.36 -0.28 0.34
H -0.167 -0.791 2.438 0.13 -0.20 0.10
H 1.386 -0.074 0.906 0.05 0.21 -0.55
H 0.639 1.476 0.736 0.48 0.24 0.39
O -0.246 -1.742 -2.541 -0.26 0.20 0.39
H -0.621 -0.868 -2.329 -0.12 -0.07 -0.14
H -0.794 -2.316 -1.987 0.26 -0.05 -0.21
O -1.246 0.603 -1.153 0.19 -0.01 0.17
H -0.622 0.464 -0.411 -0.16 -0.09 -0.13
H -2.033 0.971 -0.738 -0.04 -0.02 -0.13
O 1.958 -0.139 -1.390 -0.58 0.37 -0.54
H 1.385 -0.838 -1.755 0.24 -0.20 0.12
H 1.578 0.643 -1.831 0.44 -0.26 0.29
```
Positions in Å, forces in eV/Å.

HOMO-LUMO gap = 10.4905 eV
Spin multiplicity = 1
E_LUMO = 0.534 eV
E_tot = -379.330860 a.u.
Relative energy (zero: lowest compared OMol25 entry of this formula, charge and spin) = 10.57 kcal/mol
SMILES string = [H]/N=C/N.O.O.O

Löwdin atomic charge list, values in e, 6 entries: 0.03, 0.07, -0.39, 0.04, 0.12, 0.08

***

2.
This record from the OMol25 dataset describes a 7-piece molecular cluster, C7H29NO6 overall in a non-equilibrium geometry. The level of theory is ωB97M-V/def2-TZVPD.

```
43
Properties=species:S:1:pos:R:3:forces:R:3
C -2.356 -1.877 -1.202 0.33 -0.44 0.80
C -1.231 -1.036 -1.784 1.05 0.11 -0.06
C -0.847 0.115 -0.842 1.44 -0.77 -1.62
N -0.471 -0.385 0.455 -0.34 0.16 0.03
C -0.958 0.186 1.697 1.10 0.32 0.21
C 0.136 -0.202 2.719 -0.38 -0.85 2.09
C -1.127 1.724 1.488 -1.21 -0.45 -0.15
C -2.610 2.077 1.148 1.03 1.02 0.98
H -3.180 -1.181 -1.028 -0.28 -0.34 0.08
H -2.689 -2.746 -1.755 -0.11 0.16 -0.72
H -2.094 -2.368 -0.222 -0.03 0.87 -0.72
H -0.266 -1.479 -2.026 0.07 -1.28 0.84
H -1.315 -0.663 -2.803 -1.31 0.47 -0.09
H -1.572 0.911 -0.921 -0.37 0.07 0.66
H 0.096 0.469 -1.307 -0.66 0.43 0.11
H -0.358 -1.391 0.440 -0.24 0.16 0.22
H -1.910 -0.270 2.080 0.41 0.48 -0.46
H 0.663 -1.076 2.358 0.28 -0.06 -0.21
H -0.198 -0.540 3.741 -0.50 0.31 -0.97
H 0.880 0.516 3.060 -0.14 0.51 -0.55
H -0.439 2.141 0.747 0.11 -0.40 0.01
H -0.915 2.271 2.393 0.22 -0.13 0.54
H -2.812 3.040 1.638 -0.19 -0.12 -0.27
H -3.221 1.352 1.654 -0.60 -0.31 -0.15
H -2.878 2.201 0.105 0.00 -0.34 -0.21
O 2.798 -2.136 0.561 0.28 0.70 0.11
H 2.787 -1.789 -0.341 0.21 -0.06 -0.27
H 3.708 -2.264 0.843 0.04 0.10 -0.20
O 0.986 -3.897 0.730 -1.38 -0.78 0.50
H 1.215 -3.006 0.999 0.50 -0.13 -0.26
H 1.466 -4.089 -0.072 0.27 0.27 -0.13
O 2.300 -0.992 -2.399 -0.67 -1.33 0.64
H 2.945 -1.182 -3.086 0.15 0.79 0.34
H 2.388 -0.154 -1.920 0.53 0.64 -0.93
O 2.575 1.247 1.269 -0.06 -0.19 0.08
H 1.979 1.003 2.000 0.42 0.17 -0.66
H 2.588 0.447 0.721 -0.12 0.11 0.26
O 2.198 1.761 -1.835 0.34 -0.55 -0.14
H 2.632 2.137 -1.061 -0.50 0.11 0.13
H 1.236 1.897 -1.782 0.48 0.45 0.16
O -0.274 3.032 -2.061 -1.74 0.29 -0.28
H -0.769 3.394 -2.813 0.99 0.20 -0.48
H -1.086 2.799 -1.583 0.60 -0.35 0.77
```
Positions in Å, forces in eV/Å.

HOMO-LUMO gap = 8.6596 eV
Spin multiplicity = 1
E_LUMO = 0.398 eV
E_tot = -790.235622 a.u.
Relative energy (zero: lowest compared OMol25 entry of this formula, charge and spin) = 9.39 kcal/mol
SMILES string = CCCN[C@@H](C)CC.O.O.O.O.O.O

Löwdin atomic charge list, values in e, 6 entries: -0.09, -0.24, -0.25, -0.04, -0.36, -0.06

***

3.
This record from the OMol25 dataset describes an isolated ion of composition C2H6N2P and charge +1 in a non-equilibrium geometry. The level of theory is ωB97M-V/def2-TZVPD.

```
11
Properties=species:S:1:pos:R:3:forces:R:3
C -0.174 0.762 0.014 -0.67 1.62 0.19
C -1.209 -1.424 -0.130 -0.34 0.72 0.82
N 1.193 0.533 -0.149 -1.66 1.69 -0.95
N -1.244 -0.103 0.130 1.52 -0.79 0.03
P 2.497 -0.562 0.078 -0.01 -1.30 0.38
H -0.525 1.871 0.039 1.01 -2.16 -0.21
H -2.024 -1.997 0.294 0.06 -0.11 -0.45
H -0.353 -1.867 -0.611 0.09 0.04 0.07
H 1.502 1.370 -0.662 0.15 -0.09 0.66
H -2.157 0.246 0.501 1.28 0.09 -0.43
H 3.722 0.226 -0.138 -1.43 0.30 -0.12
```
Positions in Å, forces in eV/Å.

HOMO-LUMO gap (spin up / spin down) = 7.4100 / 7.1119 eV
Spin multiplicity = 1
E_LUMO (spin up / spin down) = -5.510 / -5.484 eV
E_tot = -530.298253 a.u.
Charge = +1
Relative energy (zero: lowest compared OMol25 entry of this formula, charge and spin) = 70.56 kcal/mol

Löwdin atomic charge list, values in e, 6 entries: -0.14, 0.11, -0.35, 0.00, 0.84, 0.17

***

4.
This record from the OMol25 dataset describes C5H5FLiNaO4 as an isolated structure in a non-equilibrium geometry. The level of theory is ωB97M-V/def2-TZVPD.

```
17
Properties=species:S:1:pos:R:3:forces:R:3
H 0.795 0.885 0.851 -0.45 -0.64 1.01
O -1.129 0.734 -0.053 0.89 -1.09 -0.58
O -1.278 2.896 -0.089 -1.28 0.81 1.17
O -2.131 1.711 -1.828 0.06 -0.01 0.97
C -0.237 1.215 0.917 -0.82 2.51 0.29
C -0.575 2.537 1.045 1.96 -1.35 -1.26
C -1.595 1.786 -0.767 -0.36 0.12 -1.37
H -0.128 3.337 1.625 -0.20 -0.18 -0.18
C 1.156 -2.024 -1.341 2.48 -1.49 -0.20
C 1.202 -1.518 0.044 -0.33 0.01 2.50
O 0.002 -1.934 0.598 -1.26 1.28 0.71
Na -0.273 -3.305 2.565 0.25 0.47 -0.72
Li -1.316 -1.238 -0.504 0.42 0.12 -0.16
F 0.063 -1.482 -1.996 -0.09 0.31 0.30
H 2.019 -2.094 -2.002 -0.28 0.09 0.05
H 1.626 -0.903 1.140 1.27 -3.34 -1.35
H 1.796 -0.602 -0.205 -2.25 2.39 -1.17
```
Positions in Å, forces in eV/Å.

HOMO-LUMO gap (spin up / spin down) = 5.9579 / 7.2506 eV
Spin multiplicity = 2
E_LUMO (spin up / spin down) = -4.385 / -4.391 eV
E_tot = -763.761994 a.u.
Charge = +1
Relative energy (zero: lowest compared OMol25 entry of this formula, charge and spin) = 126.80 kcal/mol

Löwdin atomic charge list, values in e, 6 entries: 0.11, -0.02, 0.14, 0.20, -0.05, 0.02

***

Look up the relative energy (zero: lowest compared OMol25 entry of this formula, charge and spin) of the fourth one.
126.80 kcal/mol

***

Number 4 is which compound?
C5H5FLiNaO4